Entry 1:
The following is a quantum chemistry calculation of the molecule C5H8O2, from OMol25.

XYZ file:
```
15
Properties=species:S:1:pos:R:3:lowdin_charge:R:1
C -0.89 -0.39 1.18 -0.009
C -0.66 0.22 -0.26 -0.434
O -1.87 0.70 -0.94 -0.039
C 0.37 -0.81 -0.95 -0.105
C 1.52 -0.02 -0.20 -0.082
C 0.48 1.20 -0.24 -0.347
O 0.48 2.35 0.10 0.120
H -1.08 0.41 2.07 0.148
H -1.50 -1.22 1.01 0.052
H 0.08 -1.07 1.31 0.097
H -2.06 1.65 -0.59 0.144
H 0.39 -1.81 -0.78 0.063
H 0.45 -0.92 -2.03 0.115
H 1.59 -0.37 0.92 0.110
H 2.72 0.09 -0.60 0.168
```

## Properties
LUMO: 0.490 eV
Molecular weight: 100.1 g mol⁻¹
Energy relative to the best compared isomer or geometry (same formula, charge and spin): 83.4 kcal per mole
Charge: 0
HOMO-LUMO gap: 0.370 hartree
DFT total energy: -9406.2144 eV

***

Entry 2:
The following is a quantum chemistry calculation of the molecule C5H8O2, from OMol25.

XYZ file:
```
15
Properties=species:S:1:pos:R:3:lowdin_charge:R:1
C 0.71 -0.85 -1.39 -0.004
C -0.23 -0.28 -0.35 -0.506
O -1.53 -0.74 -0.69 -0.001
C 0.10 -0.47 1.17 -0.025
C 0.08 1.05 1.32 -0.209
O 1.07 1.57 0.44 0.008
C -0.21 1.24 -0.10 -0.172
H 1.72 -0.43 -1.26 0.090
H 0.76 -1.94 -1.29 0.090
H 0.34 -0.62 -2.39 0.089
H -2.17 -0.27 -0.13 0.103
H -0.74 -0.98 1.66 0.120
H 1.04 -0.96 1.44 0.120
H -0.18 1.65 2.18 0.143
H -0.76 2.02 -0.62 0.154
```

## Properties
LUMO: 0.919 eV
Molecular weight: 100.1 g mol⁻¹
Energy relative to the best compared isomer or geometry (same formula, charge and spin): 52.2 kcal per mole
Charge: 0
HOMO-LUMO gap: 0.397 hartree
DFT total energy: -9407.5667 eV

***

Entry 3:
The following is a quantum chemistry calculation of the molecule C5H8O2, from OMol25.

XYZ file:
```
15
Properties=species:S:1:pos:R:3:lowdin_charge:R:1
C 0.14 1.36 -1.25 -0.052
C -0.45 0.52 -0.13 -0.249
C 0.40 0.05 1.11 -0.272
O 1.77 -0.10 0.90 -0.009
C -0.36 -1.30 1.00 -0.160
O 0.22 -1.86 -0.18 -0.017
C -0.88 -0.94 -0.31 -0.170
H -0.60 1.50 -2.04 0.078
H 1.03 0.90 -1.68 0.080
H 0.41 2.35 -0.88 0.082
H -1.33 1.03 0.28 0.146
H 0.25 0.63 2.01 0.149
H 1.84 -0.86 0.30 0.096
H -0.75 -1.95 1.77 0.149
H -1.71 -1.33 -0.90 0.148
```

## Properties
LUMO: 1.013 eV
Molecular weight: 100.1 g mol⁻¹
Energy relative to the best compared isomer or geometry (same formula, charge and spin): 56.4 kcal per mole
Charge: 0
HOMO-LUMO gap: 0.396 hartree
DFT total energy: -9407.3856 eV

***

Summary of strongest force on any atom in Eh/bohr
0.074; 0.007; 0.008
(order as listed above)